No. 1
The following is a quantum chemistry calculation of a cluster of 12 separate species, C18H60O18S3 in total, from OMol25.

Calculated values
- E_LUMO (alpha / beta) (eV) = -1.9 / -8.7
- spin multiplicity = 2
- frontier orbital gap (alpha / beta) (eV) = 10.48 / 3.72
- M (g/mol) = 660.86
- total charge = +1

Atoms and positions in Å:
O1 4.23436 1.89879 3.09434
S1 4.11294 1.02687 1.91161
O2 3.09117 -0.01131 1.84856
O3 3.88022 1.98272 0.50536
C1 4.92038 2.91140 0.23176
C2 4.31866 3.95732 -0.75210
C3 5.78886 0.19389 1.64249
H1 5.77486 2.40457 -0.21666
H2 5.23445 3.47811 1.10829
H3 5.00908 4.79158 -0.87635
H4 3.46741 4.46508 -0.29860
H5 4.11176 3.53806 -1.73673
H6 5.48780 -0.55762 0.91264
H7 5.97035 -0.32997 2.58096
H8 6.53316 0.89389 1.26286
O4 0.21525 0.83487 6.14021
S2 -0.19888 0.08422 4.98798
O5 0.59769 -1.00856 4.40115
O6 -1.76397 -0.44088 5.30987
C4 -2.18899 -1.61914 4.66250
C5 -1.98393 -2.83764 5.56596
C6 -0.68111 1.24788 3.66449
H9 -1.63148 -1.76774 3.73773
H10 -3.25382 -1.43246 4.52322
H11 -2.33927 -3.76412 5.11488
H12 -2.62889 -2.81503 6.44438
H13 -0.92950 -2.98679 5.79842
H14 -1.66948 1.58533 3.97649
H15 -0.73112 0.63278 2.76602
H16 0.09056 1.99632 3.48427
O7 -1.99657 -1.92908 -1.10484
S3 -2.29431 -1.07956 0.04466
O8 -2.43933 -1.60219 1.38551
O9 -1.08000 0.12437 0.14663
C7 -0.32645 0.38711 -1.05492
C8 0.66632 1.58938 -0.89235
C9 -3.68886 0.02376 -0.42702
H17 -1.11241 0.57737 -1.78578
H18 0.22693 -0.47022 -1.43812
H19 0.22879 2.41622 -0.33288
H20 1.03747 1.92649 -1.86018
H21 1.53920 1.29612 -0.30910
H22 -3.66345 0.26878 -1.48882
H23 -3.69515 0.92335 0.18845
H24 -4.54052 -0.60909 -0.17744
C10 2.01382 3.68657 -3.52880
O10 0.92996 3.19773 -4.31505
H25 1.59092 4.24595 -2.69432
H26 2.59111 2.79970 -3.26747
H27 2.81351 4.25676 -4.00154
H28 0.80420 3.88566 -4.97272
C11 -0.09832 -4.43600 -2.15858
O11 -1.28341 -4.50567 -1.52760
H29 0.53753 -5.30527 -2.32641
H30 -0.28351 -3.97562 -3.12907
H31 0.48608 -3.67175 -1.64623
H32 -1.59683 -3.61914 -1.33414
C12 0.94858 -2.44800 1.06098
O12 2.05171 -1.93479 0.28455
H33 0.33509 -1.63376 1.44664
H34 0.31636 -3.21504 0.61370
H35 1.35456 -2.98605 1.91759
H36 2.44170 -1.20052 0.76449
C13 -4.39639 -3.55861 -2.98903
O13 -3.39149 -2.68802 -3.35413
H37 -5.27647 -3.03734 -2.61240
H38 -4.66650 -4.13820 -3.87176
H39 -3.94423 -4.19374 -2.22727
H40 -2.76023 -2.61413 -2.63466
C14 1.39453 -1.87028 -4.31106
O14 -0.03429 -1.73378 -4.14446
H41 1.63800 -1.25718 -5.17877
H42 1.85830 -1.42775 -3.42948
H43 1.76403 -2.87391 -4.52153
H44 -0.20633 -0.83536 -3.85319
C15 1.34479 4.52857 1.68744
O15 0.41361 4.54758 2.71604
H45 0.86892 4.98138 0.81760
H46 2.25548 5.09829 1.87228
H47 1.55149 3.51271 1.35070
H48 0.67130 5.17931 3.39140
C16 -2.46340 -5.33766 2.14279
O16 -3.20021 -5.70495 3.28950
H49 -1.38563 -5.42891 2.27764
H50 -2.67403 -5.84435 1.20098
H51 -2.59465 -4.26849 1.97624
H52 -3.85475 -5.02192 3.45273
C17 -1.07770 1.08837 -5.55687
O17 -0.36636 1.01500 -4.33803
H53 -1.97294 1.67006 -5.33712
H54 -0.53752 1.66991 -6.30394
H55 -1.34140 0.09551 -5.92129
H56 0.01167 1.87482 -4.13953
C18 -2.28505 3.39148 0.61449
O18 -3.60298 3.88098 0.78782
H57 -1.57941 4.22200 0.59410
H58 -1.93576 2.64735 1.33028
H59 -2.25630 2.83670 -0.32332
H60 -3.62166 4.25823 1.67040

Cartesian forces, eV/Å:
O -0.6 -1.5 -2.6
S 1.1 1.2 0.7
O 1.0 1.7 0.0
O 0.1 -2.0 2.3
C -0.3 1.7 -1.0
C 0.7 -0.1 0.6
C -2.4 0.2 -0.4
H 0.0 0.0 0.0
H 0.0 -0.4 0.3
H 0.4 -0.2 -0.1
H -0.4 -0.5 -0.1
H -0.2 0.0 0.2
H 0.4 0.0 -0.2
H 0.3 0.5 0.0
H -0.1 -0.2 0.4
O -0.2 -0.8 -0.7
S -0.7 -0.4 -1.0
O -1.4 1.7 1.2
O 2.5 1.2 0.3
C -0.2 -1.3 0.5
C -0.5 -0.3 -0.2
C 0.5 -1.2 0.3
H -0.3 0.1 -0.2
H 0.0 -0.2 -0.5
H 0.2 0.0 -0.6
H 0.4 0.5 0.4
H -0.1 0.2 0.2
H 0.3 0.4 -0.2
H -0.3 0.0 0.0
H -0.2 0.2 0.5
O 0.2 -0.3 0.9
S 1.2 3.5 0.7
O 0.1 0.4 -2.0
O -1.0 -2.4 0.6
C 0.0 1.0 -1.1
C -0.7 -1.0 0.7
C 0.3 -1.2 0.6
H 0.4 0.5 -0.5
H 0.0 -0.3 0.5
H -0.3 0.1 -0.3
H -0.3 -0.1 0.0
H 0.0 -0.3 0.0
H 0.2 -0.2 0.1
H 0.2 -0.2 0.1
H -0.3 0.2 -0.2
C 0.5 -0.9 0.7
O 0.9 1.5 -0.7
H 0.4 -0.2 0.3
H -0.3 -0.1 0.8
H -0.6 0.5 -0.8
H -0.6 -0.2 -0.3
C 1.3 0.3 0.6
O 0.0 -2.6 -0.3
H -1.0 -0.6 0.4
H -0.2 1.1 -1.2
H 0.5 0.7 -0.1
H -0.5 1.8 0.6
C 1.1 0.4 1.1
O -1.4 -1.2 -0.9
H -0.1 -0.1 -0.1
H 0.2 0.3 -1.0
H 0.0 0.1 0.3
H 0.0 0.1 0.3
C -0.2 -0.8 0.3
O 1.3 1.3 -0.9
H -0.1 0.0 0.1
H -0.2 -0.2 0.2
H -0.8 -0.6 0.2
H -0.3 0.5 -0.3
C -0.7 1.4 -0.1
O 0.5 -2.2 -0.1
H 0.4 0.1 0.0
H 0.5 -0.3 0.0
H -0.6 -0.1 0.3
H 0.0 0.9 0.0
C -0.1 0.3 -1.4
O -0.5 -0.2 1.1
H 0.1 0.3 -0.4
H 0.1 -0.3 0.2
H 0.4 -0.2 0.5
H 0.0 0.0 0.0
C 0.5 1.3 -0.1
O 0.2 -0.5 -0.3
H 0.1 -0.4 0.5
H -0.6 -0.4 0.2
H -0.1 0.2 -0.3
H 0.0 -0.1 0.0
C -0.5 0.9 0.3
O -0.1 -1.7 0.4
H -0.5 -0.2 -0.4
H 0.3 -0.3 -0.2
H 0.2 0.1 0.1
H 0.2 0.3 -0.1
C 0.2 -0.1 -0.6
O 0.2 -0.5 0.3
H 0.2 -0.1 -0.1
H -0.2 0.1 0.6
H 0.0 0.4 -0.3
H -0.3 0.2 0.1

No. 2
The following is a quantum chemistry calculation of a structure of composition C18H61HfN3O18S, from OMol25.

Calculated values
- E_LUMO (eV) = -10.7
- frontier orbital gap (eV) = 1.50
- M (g/mol) = 818.25
- total charge = +2

Atoms and positions in Å:
Hf1 -4.52636 -1.07773 1.26350
S1 -2.03053 0.68800 1.47134
O1 -2.45458 -0.28547 0.50261
O2 -0.75592 0.37632 2.12794
O3 -2.08236 2.06895 0.96449
O4 -3.12111 0.38461 2.35031
C1 -5.17882 -0.78118 -5.85779
O5 -3.84085 -1.11804 -5.91336
C2 -3.28267 -1.49992 -4.65955
C3 -2.45124 -0.40700 -3.97161
N1 -3.19974 0.74543 -3.46876
C4 -2.33498 1.69100 -2.77479
C5 -1.51381 2.51665 -3.81663
O6 -2.13434 3.00410 -4.93452
C6 -3.09963 4.05282 -4.69193
H1 -5.68591 -0.77836 -6.82265
H2 -5.31744 0.20075 -5.40537
H3 -5.69363 -1.51524 -5.23793
H4 -2.76699 -2.44411 -4.83467
H5 -4.02160 -1.86614 -3.94684
H6 -1.78981 -0.14588 -4.79770
H7 -1.77989 -0.85288 -3.23772
H8 -3.38260 1.27941 -4.30634
H9 -1.83123 1.04815 -2.05294
H10 -2.90738 2.32677 -2.09932
H11 -0.65175 1.92987 -4.13387
H12 -1.11006 3.37712 -3.28309
H13 -2.59131 4.84541 -4.14283
H14 -3.93477 3.78333 -4.04539
H15 -3.42901 4.50038 -5.62964
C7 6.34525 1.38956 4.54000
O7 5.47722 0.83482 3.54121
C8 6.19134 0.33003 2.42140
C9 5.27826 -0.07104 1.30645
N2 4.96229 1.11603 0.44838
C10 4.49014 0.63915 -0.84502
C11 3.62101 1.65013 -1.53171
O8 2.48225 2.04235 -0.74246
C12 1.53320 1.04143 -0.62216
H16 5.79468 1.23728 5.46832
H17 6.62876 2.44169 4.51315
H18 7.29599 0.87072 4.66257
H19 6.68598 -0.56508 2.79852
H20 6.98700 1.04352 2.20702
H21 4.48657 -0.69178 1.72598
H22 5.84874 -0.75739 0.68069
H23 4.16628 1.63462 0.79122
H24 3.83435 -0.21946 -0.70069
H25 5.23529 0.32775 -1.57705
H26 3.29617 1.20397 -2.47166
H27 4.24219 2.52536 -1.72206
H28 0.62380 1.36633 -0.11666
H29 1.88587 0.18842 -0.04240
H30 1.25471 0.70037 -1.61927
C13 1.20999 -2.25012 -2.57389
O9 1.55965 -2.29215 -1.18923
C14 0.46178 -2.14953 -0.31393
C15 0.73777 -2.40475 1.18993
N3 1.04582 -3.74600 1.38726
C16 1.19385 -4.25237 2.73750
C17 2.36083 -3.50557 3.49676
O10 3.52270 -3.45946 2.62503
C18 4.67658 -3.00219 3.33329
H31 0.45968 -3.01713 -2.76580
H32 2.14008 -2.53342 -3.06661
H33 0.77630 -1.29345 -2.86509
H34 -0.27353 -2.88642 -0.63704
H35 -0.00398 -1.18226 -0.50248
H36 -0.17395 -2.06272 1.67970
H37 1.55787 -1.79074 1.56213
H38 2.01646 -3.85124 1.12862
H39 1.33567 -5.32536 2.60830
H40 0.25460 -4.04265 3.24927
H41 2.59509 -3.99210 4.44360
H42 2.08504 -2.48836 3.77486
H43 5.49096 -3.00440 2.60880
H44 5.05147 -3.53275 4.20854
H45 4.45645 -1.96782 3.59734
O11 -5.45514 -0.45238 3.33108
H46 -6.15050 0.20514 3.35064
H47 -5.20367 -0.56309 4.24799
O12 -4.77957 -0.16878 -1.04296
H48 -4.17499 -0.19689 -1.78452
H49 -5.52109 0.34848 -1.35735
O13 -4.01454 3.65745 1.64678
H50 -3.72534 4.25767 2.33404
H51 -3.23042 3.15812 1.41864
O14 -5.38325 1.36313 1.17656
H52 -4.94754 2.17429 1.43811
H53 -6.29070 1.62009 1.01302
O15 -2.78970 -2.23193 2.76410
H54 -2.15298 -1.74357 3.28594
H55 -2.61088 -3.15049 2.96534
O16 0.23999 -0.68742 4.33989
H56 1.18271 -0.52836 4.29287
H57 -0.11892 -0.22914 3.58002
O17 1.41595 1.74035 2.33130
H58 0.60042 1.25462 2.20798
H59 1.28295 2.55823 1.85213
O18 -1.03696 3.93571 -0.55985
H60 -1.23728 3.15944 -0.03687
H61 -0.18274 4.22640 -0.24042

Cartesian forces, eV/Å:
Hf 6.4 6.9 1.1
S 5.7 4.7 0.6
O -2.3 -5.2 -5.5
O -2.6 -0.3 -1.6
O 0.0 -2.7 0.6
O -6.4 -1.2 5.0
C -1.2 0.2 0.6
O 1.3 -0.3 0.4
C -0.5 -0.3 0.4
C 0.6 -0.9 -1.7
N -0.6 -0.7 0.1
C -0.3 -0.1 0.0
C 1.8 0.3 2.3
O -2.3 -0.2 -1.1
C 1.1 0.4 0.4
H 0.6 -0.1 -0.2
H -0.2 0.3 0.1
H -0.4 -0.1 0.1
H 0.9 0.4 -0.2
H -0.9 0.3 0.0
H 0.4 0.6 0.1
H -0.3 0.0 0.5
H -1.1 -0.1 -0.5
H 1.3 0.4 -0.2
H -0.4 0.4 -0.4
H -0.1 -0.1 -0.3
H 0.3 0.0 0.4
H 0.2 0.2 0.1
H -0.2 -0.5 -0.2
H 0.0 -0.6 0.0
C -0.6 -0.7 0.9
O 0.3 0.9 0.1
C 0.5 -0.2 1.6
C 1.2 1.4 -0.6
N -0.5 -1.9 -0.2
C -0.8 -0.2 -0.1
C 0.0 0.3 0.2
O 0.8 0.8 0.0
C -0.3 -0.8 -0.2
H 0.1 0.1 0.1
H -0.5 0.3 -0.9
H 0.0 -0.5 -0.3
H 0.3 -0.4 -0.2
H -0.1 0.0 -0.8
H -0.8 0.4 -0.2
H 0.1 0.0 -0.2
H 0.0 0.3 0.7
H 0.1 -0.7 0.1
H 0.5 0.1 0.4
H -0.2 0.2 -0.2
H -0.5 0.3 0.0
H 0.2 0.6 -0.1
H 0.1 -0.1 0.0
H -0.2 -0.3 -0.2
C 0.2 -0.7 1.1
O 0.3 0.2 0.6
C -0.1 -0.2 -0.5
C -0.2 1.9 -1.5
N 1.0 -2.0 0.3
C 0.0 1.2 0.5
C 0.3 -0.7 -0.8
O -0.8 -0.9 1.3
C 0.1 1.0 -1.0
H -0.1 -0.2 -0.2
H -0.3 0.4 -0.4
H 0.3 0.3 -0.1
H -0.4 -0.4 0.2
H 0.0 0.5 0.3
H -0.1 -0.3 0.3
H 0.1 0.7 -0.1
H 0.2 -0.2 -1.4
H 0.2 0.1 0.6
H 0.0 -0.3 0.5
H 0.1 -0.4 0.0
H -0.3 0.2 -0.2
H 0.0 0.0 0.0
H -0.7 -0.5 0.1
H 0.4 0.2 0.4
O -0.1 -1.0 -1.7
H -0.4 0.6 -0.2
H 0.6 -0.4 0.6
O -0.9 -1.5 3.0
H 1.4 0.2 -1.7
H -0.4 0.3 -0.2
O -1.1 -0.3 0.1
H -0.2 0.3 0.3
H 0.8 0.0 -0.4
O -1.2 -3.2 -0.4
H 1.5 1.8 0.8
H -0.5 0.2 -0.3
O -1.9 0.0 -1.2
H 0.6 0.9 0.3
H 0.0 -0.7 -0.1
O -0.4 -0.6 0.4
H 0.3 0.2 0.1
H 0.1 0.2 0.0
O 0.6 0.2 0.3
H 0.1 0.1 -0.1
H 0.2 0.3 -0.1
O 0.0 0.3 -0.4
H 0.1 -0.1 0.0
H 0.3 0.2 -0.1